[1]
The following is a quantum chemistry calculation of C5H13NO2 as an isolated structure at a distorted geometry, from the OMol25 dataset.

**HOMO energy (alpha / beta)**: -13.9 / -13.8 eV
**Total charge**: +1
**2S+1**: 2
**HOMO-LUMO gap (alpha / beta)**: 7.848 / 6.373 eV
**Expectation value of S²**: 1.77

Positions of all 21 atoms, in Å:
C  1.0014  -2.1865  1.8306
C  1.3850  -1.0500  1.3140
N  1.1534  -0.8766  -1.2391
C  0.0035  -0.1005  -1.5756
C  -0.3380  2.4090  -1.4549
C  0.4208  1.3577  -1.7616
H  0.3239  -2.8633  1.3220
H  1.0549  -2.3684  2.9027
H  1.3582  -1.1203  0.0104
H  1.5143  -1.4620  -1.9947
H  -0.5373  -0.4246  -2.4685
H  -0.6203  -0.2053  -0.6796
H  -0.2073  3.2563  -2.1122
H  -1.1112  2.3114  -0.7145
H  1.2989  1.4478  -2.3783
H  -0.0124  0.2371  1.5758
H  1.8207  -0.2020  1.8356
O  -0.6088  0.9429  1.8567
H  -1.4865  0.5754  1.6650
H  -3.4795  0.1584  1.4418
O  -2.9336  0.1634  0.6244

***

[2]
The following is a quantum chemistry calculation of a 2-piece molecular cluster, C5H13NO2 overall at a distorted geometry, from the OMol25 dataset.

**HOMO energy (alpha / beta)**: -14.2 / -14.2 eV
**Total charge**: +1
**2S+1**: 2
**HOMO-LUMO gap (alpha / beta)**: 11.088 / 6.499 eV
**Expectation value of S²**: 0.75

Positions of all 21 atoms, in Å:
C  1.0645  -0.1014  1.8100
N  1.0395  -0.0942  0.3669
C  1.1369  -1.4344  -0.1894
C  -1.3952  0.5641  0.1867
C  0.0344  0.7665  -0.2705
C  0.4773  2.2399  -0.0038
O  -0.2844  3.1315  -0.2131
H  1.9645  -0.5918  2.1755
H  1.0909  0.9256  2.1771
H  0.1975  -0.6130  2.2371
H  0.1597  -1.7799  -0.5233
H  1.5457  -2.1142  0.5500
H  1.7725  -1.4469  -1.0803
H  -2.0029  1.3508  -0.2492
H  -1.4578  0.6366  1.2756
H  -1.7287  -0.4282  -0.0758
H  0.1805  0.5846  -1.3364
H  1.5385  2.4403  0.2266
H  -1.0041  -1.5688  -2.4861
H  -2.5817  -1.3406  -2.5016
O  -1.7474  -1.1265  -2.0757

***

[3]
The following is a quantum chemistry calculation of a 2-piece molecular cluster, C5H13NO2 overall at a distorted geometry, from the OMol25 dataset.

**HOMO energy (alpha / beta)**: -14.6 / -14.6 eV
**Total charge**: +1
**2S+1**: 2
**HOMO-LUMO gap (alpha / beta)**: 10.843 / 5.663 eV
**Expectation value of S²**: 0.77

Positions of all 21 atoms, in Å:
C  -1.2019  0.6017  0.4556
C  -2.6364  0.7677  -0.0980
C  -0.2914  0.1068  -0.6271
N  1.0395  -0.3237  -0.2820
C  1.5754  -0.3828  1.0217
C  2.3200  0.9812  1.4013
O  -0.4867  0.1727  -1.8120
H  -0.7862  1.5365  0.8424
H  -1.2748  -0.1706  1.2229
H  -2.5687  1.4022  -0.9690
H  -2.9779  -0.2388  -0.3457
H  -3.2551  1.2386  0.6559
H  1.6413  -0.4324  -1.1040
H  0.7518  -0.5562  1.7070
H  2.2797  -1.2126  1.0746
H  1.9298  1.2604  2.3791
H  2.1193  1.7006  0.6234
H  3.3861  0.7897  1.4843
H  -1.1819  -2.0605  -2.8355
H  0.1259  -2.4278  -2.0690
O  -0.5075  -2.7528  -2.7257

***

[4]
The following is a quantum chemistry calculation of an isolated ion of composition C5H13NO2 and charge +1 at a distorted geometry, from the OMol25 dataset.

**HOMO energy (alpha / beta)**: -13.9 / -13.7 eV
**Total charge**: +1
**2S+1**: 2
**HOMO-LUMO gap (alpha / beta)**: 10.840 / 5.516 eV
**Expectation value of S²**: 0.76

Positions of all 21 atoms, in Å:
C  1.2734  1.1485  -0.6360
C  -0.0039  0.2634  -0.3527
C  0.5112  -1.1299  -0.7524
C  -0.5454  -2.2635  -0.4210
O  -0.2285  -3.1871  -1.4646
N  -0.2582  0.4582  1.0859
C  -0.8573  1.7044  1.3567
O  0.0201  2.8425  1.1967
H  2.0808  0.7930  -1.2524
H  1.0275  2.1153  -1.1160
H  1.8556  1.3889  0.2674
H  -0.7069  0.5753  -1.1363
H  1.4628  -1.4310  -0.4174
H  0.5696  -0.9974  -1.9140
H  -0.3848  -2.7911  0.5399
H  -1.6182  -2.0605  -0.2565
H  -0.9644  -3.2465  -2.1324
H  0.4473  -0.0202  1.6807
H  -1.1723  1.7342  2.3944
H  -1.7943  1.8947  0.7567
H  0.4052  3.2569  1.9607

***

[5]
The following is a quantum chemistry calculation of one molecule with the formula C5H13NO2Si at a distorted geometry, from the OMol25 dataset.

**HOMO energy**: -9.5 eV
**Total charge**: 0
**SMILES string**: C=CC(N[SiH3])(OC)OC
**HOMO-LUMO gap**: 10.471 eV

Positions of all 22 atoms, in Å:
C  -0.5844  1.6796  -2.1805
C  0.1814  1.5556  -1.1184
C  -1.5746  -1.2258  0.5455
C  1.0384  -1.3380  -1.4297
C  -0.0440  0.3895  -0.0914
N  0.1058  0.8542  1.2797
O  -1.2499  -0.2350  -0.4384
O  1.0071  -0.5722  -0.1959
Si  0.6730  0.0959  2.7014
H  -0.4063  2.4222  -2.8519
H  -1.2625  0.8906  -2.4168
H  1.0471  2.2408  -0.9865
H  -2.2584  -1.9863  -0.0086
H  -2.0896  -0.7425  1.4190
H  -0.8569  -1.7646  1.0884
H  2.1492  -1.5325  -1.7648
H  0.7451  -0.4853  -2.1433
H  0.5046  -2.2906  -1.4514
H  0.6459  1.7305  1.0932
H  -0.3976  -0.8306  3.0089
H  2.0767  -0.1688  2.4341
H  0.5499  1.3130  3.5074

***

[6]
The following is a quantum chemistry calculation of a 3-piece molecular cluster, C5H13NO3 overall at a distorted geometry, from the OMol25 dataset.

**HOMO energy (alpha / beta)**: -7.6 / -7.6 eV
**Total charge**: 0
**HOMO-LUMO gap (alpha / beta)**: 8.255 / 8.256 eV

Positions of all 22 atoms, in Å:
C  1.2471  0.3042  -0.5519
C  1.6890  -0.9996  -1.1431
N  -0.9645  0.2568  -2.5741
O  -0.6165  0.3100  -1.2387
H  -1.4333  1.1209  -2.8384
H  -1.5919  -0.5280  -2.7417
H  1.4091  1.1764  -1.1739
H  1.7059  0.4875  0.4202
H  1.3538  -1.8389  -0.5281
H  1.3031  -1.1333  -2.1530
H  2.7850  -1.0492  -1.1876
C  -0.0022  -1.0174  1.9477
C  -0.4136  0.2624  1.2942
C  -1.6000  0.3860  0.5860
O  -0.0165  1.4482  1.9312
O  -2.2590  1.5641  0.5135
H  0.9462  1.5345  1.8802
H  -1.6557  2.2372  0.8711
H  -2.2141  -0.4655  0.3374
H  -0.3768  -1.0761  2.9751
H  1.0891  -1.1074  1.9866
H  -0.3841  -1.8727  1.3874

***

Summary of relative energy (zero: lowest compared OMol25 entry of this formula, charge and spin) in kcal/mol
190.0, 24.4, 23.6, 62.1, 108.2, 156.3
(order as listed above)